(1)
Here is a structure of composition C43H55BrN4O3P2RuS from OMol25. Energies are from the ωB97M-V functional and the def2-TZVPD basis.

Structure (ORCA input):
```
! RIJCOSX wB97M-V def2-TZVPD def2/J DEFGRID3
* xyz 1 2
Ru 0.479 -0.080 -0.069
C 2.881 -3.094 -2.062
C 1.850 -2.165 -2.717
C 1.878 -2.259 -4.240
P 2.013 -0.437 -2.018
C 3.816 -0.007 -2.129
C 4.038 1.452 -1.708
C 4.580 -0.330 -3.417
C 1.070 0.476 -3.239
C 1.638 1.174 -4.296
C 0.875 1.578 -5.375
C -0.456 1.184 -5.430
C -1.046 0.556 -4.351
C -0.329 0.326 -3.157
N -0.903 -0.059 -1.971
C -2.231 0.152 -1.661
C -3.110 1.014 -2.346
C -4.464 1.031 -2.059
C -4.984 0.259 -1.034
C -4.109 -0.465 -0.239
C -2.758 -0.522 -0.540
P -1.541 -1.456 0.417
C -2.020 -1.401 2.223
C -1.275 -0.248 2.915
C -1.679 -2.707 2.947
C -1.971 -3.192 -0.115
C -3.423 -3.567 0.177
C -1.676 -3.346 -1.607
H 2.555 -4.134 -2.115
H 3.842 -3.025 -2.570
H 3.045 -2.842 -1.011
H 0.847 -2.458 -2.394
H 2.802 -1.867 -4.660
H 1.796 -3.309 -4.530
H 1.046 -1.718 -4.688
H 4.234 -0.648 -1.346
H 3.856 2.136 -2.536
H 3.376 1.740 -0.897
H 5.068 1.587 -1.374
H 4.134 0.104 -4.308
H 5.582 0.089 -3.312
H 4.687 -1.401 -3.574
H 2.693 1.403 -4.288
H 1.326 2.132 -6.187
H -1.043 1.386 -6.316
H -2.067 0.214 -4.426
H -2.716 1.685 -3.092
H -5.119 1.672 -2.636
H -6.043 0.269 -0.814
H -4.499 -0.989 0.625
H -3.096 -1.224 2.282
H -0.216 -0.256 2.633
H -1.671 0.716 2.624
H -1.340 -0.347 4.000
H -0.608 -2.902 2.916
H -1.965 -2.610 3.995
H -2.199 -3.571 2.537
H -1.308 -3.853 0.454
H -3.734 -3.305 1.188
H -4.095 -3.073 -0.524
H -3.544 -4.644 0.056
H -2.378 -2.754 -2.196
H -0.670 -3.009 -1.855
H -1.773 -4.390 -1.910
Br 4.267 -0.915 1.381
C 3.294 0.637 1.881
C 3.722 1.367 2.974
C 3.116 2.594 3.206
C 2.198 3.075 2.287
C 1.835 2.265 1.226
N 2.320 1.027 1.069
C 1.089 2.839 0.016
O 0.962 4.053 -0.002
O 0.783 2.003 -0.895
H 4.517 0.994 3.602
H 3.407 3.189 4.062
H 1.786 4.073 2.338
S 1.727 -4.715 1.340
C 1.220 -3.227 0.639
N 1.265 -2.180 1.393
C 1.714 -2.511 2.665
C 1.863 -1.647 3.751
C 2.327 -2.152 4.946
C 2.638 -3.508 5.090
C 2.486 -4.383 4.034
C 2.024 -3.871 2.826
H 0.877 -3.202 -0.385
H 1.613 -0.599 3.651
H 2.453 -1.486 5.790
H 2.995 -3.878 6.041
H 2.719 -5.434 4.134
O -1.444 1.882 0.694
C -2.288 2.744 0.485
C -2.053 4.033 -0.247
C -1.750 5.086 0.853
C -2.706 5.152 2.059
C -2.640 3.939 3.010
C -3.539 2.777 2.550
N -3.531 2.703 1.085
H -2.943 4.314 -0.814
H -1.197 3.974 -0.913
H -1.734 6.062 0.367
H -0.737 4.902 1.215
H -3.736 5.309 1.720
H -2.431 6.042 2.628
H -2.929 4.240 4.019
H -1.603 3.592 3.052
H -4.571 2.931 2.863
H -3.197 1.828 2.963
H -4.137 3.409 0.697
*
```

Computed properties:
- ⟨S²⟩ = 0.7821
- electronic energy (a.u.) = -5865.90519

(2)
Here is the molecule C25H33N3O5S from OMol25. Energies are from the ωB97M-V functional and the def2-TZVPD basis.

Structure (ORCA input):
```
! RIJCOSX wB97M-V def2-TZVPD def2/J DEFGRID3
* xyz 0 1
C -1.378 3.277 4.434
O -1.709 3.738 3.142
C -1.753 2.854 2.122
C -1.495 1.488 2.239
C -1.559 0.677 1.119
C -1.876 1.221 -0.109
S -1.825 0.222 -1.583
O -2.651 0.795 -2.601
O -2.000 -1.158 -1.238
N -0.254 0.455 -2.126
C 0.856 0.257 -1.309
C 0.872 -0.835 -0.457
C 1.966 -1.089 0.360
C 1.949 -2.197 1.362
O 2.561 -2.130 2.414
N 1.198 -3.262 1.013
C 0.920 -4.359 1.919
C 0.617 -5.621 1.112
C -0.754 -5.662 0.434
C -1.899 -5.849 1.430
C -2.488 -4.543 1.968
C -1.462 -3.452 2.286
C -0.168 -3.955 2.928
C 3.068 -0.245 0.292
C 3.068 0.836 -0.569
C 1.960 1.127 -1.358
N 1.892 2.232 -2.232
C 1.057 3.339 -1.787
C 0.757 4.231 -2.994
O 1.947 4.707 -3.578
C 2.781 3.640 -3.967
C 3.135 2.747 -2.774
C -2.148 2.573 -0.238
C -2.093 3.387 0.871
H -1.400 4.158 5.072
H -2.109 2.548 4.797
H -0.378 2.835 4.458
H -1.243 1.048 3.189
H -1.378 -0.381 1.201
H -0.159 1.195 -2.804
H -0.003 -1.463 -0.455
H 0.731 -3.269 0.121
H 1.844 -4.523 2.489
H 0.699 -6.483 1.778
H 1.397 -5.724 0.353
H -0.926 -4.764 -0.161
H -0.749 -6.508 -0.258
H -1.543 -6.463 2.260
H -2.708 -6.405 0.951
H -3.190 -4.137 1.236
H -3.058 -4.777 2.871
H -1.220 -2.906 1.373
H -1.937 -2.736 2.961
H -0.375 -4.794 3.592
H 0.260 -3.152 3.534
H 3.916 -0.443 0.929
H 3.933 1.481 -0.608
H 0.130 2.964 -1.349
H 1.581 3.938 -1.022
H 0.190 5.113 -2.693
H 0.177 3.660 -3.736
H 3.678 4.095 -4.390
H 2.280 3.033 -4.735
H 3.754 1.912 -3.105
H 3.693 3.348 -2.038
H -2.422 2.958 -1.208
H -2.305 4.442 0.805
*
```

Computed properties:
- SMILES string = COc1ccc(S(=O)(=O)Nc2cc(C(=O)NC3CCCCCC3)ccc2N2CCOCC2)cc1
- electronic energy (a.u.) = -1911.10385

(3)
Here is a cluster of 2 separate species, C3H7NO2S in total from OMol25. Energies are from the ωB97M-V functional and the def2-TZVPD basis.

Structure (ORCA input):
```
! RIJCOSX wB97M-V def2-TZVPD def2/J DEFGRID3
* xyz 0 1
C 1.283 -1.491 0.170
S 0.086 -0.626 -1.003
O 0.905 0.088 -1.902
C -1.499 -1.161 -1.533
O -0.387 -2.063 -1.623
H 1.471 -0.648 0.871
H 1.051 -2.445 0.545
H 2.115 -1.163 -0.398
H -2.290 -1.442 -0.807
C -0.995 2.126 -0.204
N -0.199 1.348 0.374
H -1.444 3.032 0.437
H -1.167 1.805 -1.194
H -0.071 1.388 1.396
*
```

Computed properties:
- SMILES string = C[S@]1(=O)=CO1.C=N
- electronic energy (a.u.) = -721.66508

(4)
Here is the molecule C4H10N2OS from OMol25. Energies are from the ωB97M-V functional and the def2-TZVPD basis.

Structure (ORCA input):
```
! RIJCOSX wB97M-V def2-TZVPD def2/J DEFGRID3
* xyz 0 1
N 0.774 1.615 -2.347
C 0.563 0.541 -1.387
C 1.078 0.884 0.013
O 1.720 1.892 0.231
N 0.780 -0.005 1.014
C 0.049 -1.256 0.893
C -1.441 -1.249 0.566
S -2.407 -0.888 2.122
H 0.544 2.466 -1.846
H 1.765 1.722 -2.548
H -0.506 0.398 -1.260
H 1.031 -0.360 -1.779
H 1.151 0.062 1.930
H 0.078 -1.816 1.826
H 0.608 -1.868 0.157
H -1.855 -2.163 0.174
H -1.721 -0.404 -0.052
H -2.213 0.429 2.294
*
```

Computed properties:
- SMILES string = NCC(=O)NCCS
- electronic energy (a.u.) = -741.34371

Going through the records in order, we get energy above the lowest of the compared OMol25 structures with the same formula, charge and spin values of 47.20 51.42 186.72 21.52 kcal per mole.